{"formula": "C39H40N7O5PRuS", "method": "ωB97M-V/def2-TZVPD", "species": ["Ru", "O", "N", "C", "C", "C", "C", "C", "C", "C", "P", "C", "C", "C", "C", "C", "C", "C", "C", "C", "C", "C", "C", "H", "H", "H", "H", "H", "H", "H", "H", "H", "H", "H", "H", "H", "H", "H", "H", "N", "N", "C", "O", "O", "H", "H", "H", "C", "C", "C", "C", "C", "C", "N", "C", "C", "C", "C", "C", "C", "C", "O", "O", "C", "C", "H", "H", "H", "H", "H", "H", "H", "H", "H", "H", "H", "H", "H", "H", "C", "C", "C", "N", "N", "C", "N", "S", "H", "H", "H", "H", "H", "H", "H"], "xyz": [[1.046, 0.532, -0.355], [1.797, 3.328, -0.747], [1.071, 2.559, 0.144], [0.797, 3.227, 1.192], [0.074, 2.805, 2.386], [-0.318, 3.855, 3.221], [-1.045, 3.622, 4.374], [-1.397, 2.323, 4.704], [-1.013, 1.275, 3.883], [-0.256, 1.491, 2.733], [0.168, 0.041, 1.718], [1.175, -1.082, 2.726], [1.746, -2.171, 2.072], [2.521, -3.079, 2.780], [2.735, -2.902, 4.139], [2.172, -1.812, 4.791], [1.396, -0.903, 4.089], [-1.483, -0.728, 1.673], [-2.496, -0.037, 1.004], [-3.780, -0.551, 0.973], [-4.059, -1.768, 1.588], [-3.053, -2.466, 2.234], [-1.763, -1.947, 2.283], [1.876, 2.758, -1.546], [1.123, 4.263, 1.172], [-0.054, 4.870, 2.948], [-1.342, 4.449, 5.004], [-1.978, 2.122, 5.594], [-1.317, 0.268, 4.140], [1.595, -2.319, 1.011], [2.959, -3.923, 2.262], [3.341, -3.609, 4.690], [2.341, -1.667, 5.851], [0.987, -0.047, 4.607], [-2.278, 0.903, 0.506], [-4.567, -0.004, 0.472], [-5.065, -2.167, 1.563], [-3.267, -3.413, 2.712], [-0.982, -2.491, 2.798], [-0.224, -1.560, -0.822], [0.645, -2.628, -1.128], [1.884, -2.210, -1.646], [2.569, -2.973, -2.291], [2.188, -0.992, -1.326], [-0.867, -1.871, -0.104], [-0.774, -1.276, -1.636], [0.221, -3.351, -1.696], [-4.001, -3.646, -2.251], [-2.981, -2.760, -2.917], [-1.830, -3.328, -3.457], [-0.877, -2.535, -4.080], [-1.066, -1.167, -4.177], [-2.223, -0.586, -3.656], [-2.486, 0.790, -3.785], [-1.602, 1.700, -4.377], [-2.033, 2.416, -5.494], [-1.206, 3.324, -6.128], [0.095, 3.516, -5.681], [0.533, 2.819, -4.574], [-0.308, 1.937, -3.889], [0.221, 1.375, -2.628], [-0.532, 0.953, -1.694], [1.475, 1.363, -2.410], [-3.184, -1.378, -3.011], [-4.435, -0.733, -2.483], [-3.697, -4.689, -2.310], [-4.981, -3.554, -2.723], [-4.123, -3.391, -1.196], [-1.690, -4.401, -3.403], [0.018, -2.980, -4.497], [-0.334, -0.561, -4.695], [-3.451, 0.991, -3.997], [-3.029, 2.230, -5.878], [-1.570, 3.863, -6.992], [0.756, 4.205, -6.190], [1.539, 2.959, -4.204], [-4.219, 0.241, -2.042], [-4.912, -1.346, -1.721], [-5.173, -0.581, -3.278], [5.174, 0.866, 4.591], [4.294, 1.836, 3.803], [4.039, 1.371, 2.408], [2.872, 1.124, 1.942], [2.882, 0.670, 0.647], [4.093, 0.603, 0.122], [4.364, 0.242, -1.131], [5.314, 1.073, 1.256], [5.316, 1.226, 5.609], [6.160, 0.761, 4.137], [4.714, -0.122, 4.635], [4.756, 2.826, 3.774], [3.316, 1.945, 4.274], [3.640, -0.324, -1.586], [5.323, 0.112, -1.401]], "atomic_forces_ev_per_a": [[0.51, 0.18, -0.18], [-0.03, -0.04, -0.02], [0.00, -0.06, 0.15], [-0.05, 0.04, -0.06], [0.02, -0.02, 0.00], [0.01, -0.01, 0.00], [0.00, 0.00, 0.00], [0.00, 0.00, 0.01], [0.00, -0.01, 0.00], [0.02, 0.02, -0.01], [0.00, -0.09, 0.00], [-0.02, 0.05, 0.04], [0.02, -0.02, 0.02], [0.00, 0.00, -0.01], [0.00, 0.01, 0.01], [0.01, -0.01, 0.00], [0.02, 0.02, -0.01], [0.00, -0.02, -0.01], [0.00, 0.01, 0.00], [0.00, 0.00, 0.00], [0.00, -0.01, -0.01], [0.00, 0.00, 0.00], [0.00, 0.01, 0.00], [0.00, 0.01, 0.00], [-0.02, 0.00, -0.01], [0.00, 0.00, 0.00], [0.00, 0.00, 0.00], [0.00, 0.00, 0.00], [0.00, 0.00, 0.00], [-0.01, 0.00, -0.02], [0.00, 0.00, 0.00], [0.00, 0.00, 0.00], [0.00, 0.00, 0.00], [0.01, -0.01, 0.00], [0.00, 0.00, 0.00], [0.00, 0.00, 0.00], [0.00, 0.00, 0.00], [0.00, 0.00, 0.00], [0.00, 0.00, 0.00], [-0.07, -0.06, -0.11], [0.01, 0.08, -0.05], [-0.15, -0.15, -0.06], [0.03, 0.04, 0.05], [-0.44, -0.23, 0.16], [-0.01, 0.01, -0.02], [0.02, 0.01, -0.02], [0.01, -0.03, -0.02], [0.00, 0.00, 0.00], [0.00, 0.01, 0.03], [0.04, 0.00, 0.02], [0.02, -0.01, 0.06], [0.01, 0.03, -0.01], [0.02, -0.02, -0.02], [-0.02, 0.03, 0.03], [0.01, 0.01, -0.01], [0.01, 0.00, 0.00], [0.00, 0.00, 0.00], [0.00, 0.00, 0.00], [0.00, 0.00, 0.01], [0.01, 0.00, 0.00], [-0.04, 0.02, -0.04], [-0.14, 0.06, 0.02], [-0.05, -0.11, 0.11], [-0.01, -0.01, 0.02], [-0.01, 0.00, 0.03], [0.00, 0.00, 0.00], [0.00, 0.00, 0.00], [0.00, 0.00, 0.00], [0.00, 0.00, 0.00], [0.00, 0.00, 0.00], [-0.01, 0.01, 0.00], [0.00, -0.01, -0.01], [0.00, 0.00, 0.00], [0.00, 0.00, 0.00], [0.00, 0.00, 0.00], [0.00, 0.00, 0.00], [0.02, 0.00, -0.01], [-0.01, -0.01, -0.01], [0.00, 0.02, 0.00], [0.00, 0.00, 0.00], [0.00, 0.01, -0.01], [-0.03, 0.01, -0.01], [-0.01, 0.01, 0.05], [-0.26, 0.06, 0.02], [0.21, -0.12, -0.26], [0.50, 0.30, 0.24], [0.00, -0.01, 0.03], [0.00, 0.00, 0.00], [0.00, 0.00, 0.00], [0.00, 0.00, 0.00], [0.01, 0.00, 0.00], [0.01, 0.00, 0.00], [-0.16, -0.05, -0.10], [0.04, 0.05, 0.03]], "homo_ev": [-10.08, -10.08], "spin_multiplicity": 2, "largest_force_ha_per_bohr": 0.012, "gap_ev": [7.157, 6.435], "charge": 1, "lumo_ev": [-2.920, -3.641]}



{"formula": "C40H48AsCaN7O9S3Si3", "method": "ωB97M-V/def2-TZVPD", "species": ["Ca", "O", "C", "O", "C", "C", "C", "N", "C", "C", "C", "C", "C", "C", "C", "N", "C", "C", "C", "C", "C", "N", "H", "H", "H", "H", "H", "H", "H", "H", "H", "H", "O", "C", "O", "C", "C", "N", "N", "C", "C", "O", "O", "H", "H", "H", "S", "C", "C", "C", "N", "C", "C", "C", "C", "C", "N", "C", "C", "H", "H", "H", "H", "H", "H", "H", "H", "C", "Si", "C", "C", "As", "Si", "C", "C", "C", "Si", "C", "C", "C", "H", "H", "H", "H", "H", "H", "H", "H", "H", "H", "H", "H", "H", "H", "H", "H", "H", "H", "H", "H", "H", "H", "H", "H", "H", "H", "H", "O", "S", "O", "O", "S"], "xyz": [[-0.530, 0.644, -0.994], [2.319, -2.223, 5.470], [1.759, -1.114, 5.424], [1.616, -0.254, 6.309], [1.154, -0.743, 4.048], [1.257, -1.590, 2.963], [0.737, -1.216, 1.730], [0.089, -0.057, 1.525], [-0.025, 0.755, 2.591], [0.495, 0.457, 3.842], [-0.738, 2.052, 2.431], [-0.206, 3.205, 3.008], [-0.870, 4.403, 2.840], [-2.048, 4.414, 2.113], [-2.505, 3.218, 1.587], [-1.871, 2.055, 1.731], [0.888, -2.135, 0.565], [1.855, -3.135, 0.574], [1.994, -3.949, -0.537], [1.172, -3.734, -1.626], [0.224, -2.729, -1.536], [0.061, -1.954, -0.469], [1.745, -2.540, 3.122], [0.380, 1.130, 4.680], [0.727, 3.151, 3.551], [-0.468, 5.317, 3.257], [-2.590, 5.330, 1.926], [-3.410, 3.196, 0.998], [2.515, -3.243, 1.420], [2.759, -4.715, -0.558], [1.275, -4.286, -2.548], [-0.432, -2.521, -2.367], [-0.490, 6.535, -1.116], [0.703, 6.206, -0.647], [1.551, 7.023, -0.364], [0.923, 4.759, -0.471], [2.076, 4.187, 0.023], [1.845, 2.867, 0.103], [0.618, 2.552, -0.315], [0.054, 3.682, -0.687], [-1.333, 3.621, -1.273], [-1.868, 4.719, -1.530], [-1.814, 2.471, -1.429], [-1.037, 5.711, -1.284], [3.004, 4.642, 0.319], [2.486, 2.112, 0.306], [7.471, 0.702, -1.886], [5.936, 0.288, -1.086], [5.694, 0.734, 0.206], [4.508, 0.349, 0.814], [3.595, -0.423, 0.234], [3.834, -0.827, -1.011], [4.982, -0.493, -1.714], [8.083, -0.929, -2.231], [8.348, -1.316, -3.535], [8.841, -2.593, -3.762], [9.074, -3.481, -2.802], [8.805, -3.099, -1.553], [8.321, -1.849, -1.216], [6.408, 1.358, 0.725], [4.296, 0.654, 1.833], [3.075, -1.420, -1.496], [5.098, -0.832, -2.734], [8.159, -0.642, -4.357], [9.044, -2.920, -4.775], [8.993, -3.832, -0.778], [8.117, -1.595, -0.184], [-4.972, 1.795, -2.049], [-5.066, 0.218, -1.055], [-6.749, -0.542, -1.466], [-5.127, 0.627, 0.777], [-2.999, -0.904, -1.363], [-3.460, -2.765, 0.016], [-5.262, -3.296, 0.152], [-2.532, -4.351, -0.364], [-2.911, -2.214, 1.719], [-3.304, -1.637, -3.596], [-2.961, -0.280, -4.829], [-2.265, -3.134, -4.048], [-5.094, -2.166, -3.892], [-5.815, 2.443, -1.791], [-5.021, 1.583, -3.119], [-4.039, 2.330, -1.870], [-7.467, -0.038, -0.814], [-6.838, -1.608, -1.304], [-7.027, -0.343, -2.498], [-5.775, 1.491, 0.941], [-4.139, 0.853, 1.172], [-5.525, -0.209, 1.355], [-5.696, -3.568, -0.809], [-5.890, -2.526, 0.593], [-5.294, -4.174, 0.801], [-2.853, -4.830, -1.289], [-2.751, -5.031, 0.464], [-1.455, -4.213, -0.414], [-3.337, -1.254, 2.007], [-1.828, -2.090, 1.739], [-3.188, -2.957, 2.470], [-1.894, -0.183, -5.003], [-3.310, 0.692, -4.482], [-3.476, -0.527, -5.763], [-1.237, -2.845, -4.268], [-2.697, -3.563, -4.955], [-2.246, -3.905, -3.279], [-5.748, -1.304, -3.998], [-5.503, -2.792, -3.101], [-5.129, -2.732, -4.826], [1.484, 0.392, -1.874], [0.928, 0.252, -3.270], [-0.522, -0.121, -3.053], [1.023, 1.509, -3.984], [1.864, -1.237, -4.227]], "atomic_forces_ev_per_a": [[-0.69, -0.84, 1.81], [0.08, -0.23, -0.09], [-0.02, -0.02, 0.00], [-0.07, 0.24, 0.12], [0.00, 0.04, -0.04], [-0.01, 0.02, 0.03], [-0.05, -0.07, -0.12], [0.09, 0.00, 0.35], [0.02, 0.00, -0.05], [0.03, -0.04, 0.06], [0.03, -0.12, -0.18], [0.01, -0.01, -0.02], [0.03, 0.05, 0.03], [-0.05, -0.01, -0.06], [0.06, -0.03, -0.01], [0.02, 0.02, -0.06], [-0.09, 0.06, 0.19], [0.02, -0.06, -0.01], [-0.03, 0.05, 0.01], [0.00, -0.01, 0.02], [-0.12, 0.01, -0.18], [0.31, 0.17, 0.03], [0.00, -0.01, 0.01], [-0.01, 0.01, 0.01], [0.01, 0.00, 0.01], [0.02, 0.02, -0.02], [-0.03, 0.03, 0.00], [-0.12, -0.03, -0.11], [0.03, 0.01, -0.03], [0.03, -0.02, 0.00], [-0.02, -0.04, -0.01], [0.04, 0.06, -0.05], [2.12, 1.83, 0.71], [-0.72, 0.46, -0.34], [0.29, 0.13, 0.11], [0.45, 0.23, 0.15], [-0.09, -0.09, 0.03], [-0.12, -0.07, -0.07], [0.56, 0.47, 0.16], [-0.28, -0.21, 0.05], [0.07, -0.52, 0.13], [-1.14, -1.26, -0.36], [-0.13, 0.87, -0.03], [-0.94, -0.45, -0.32], [0.07, 0.01, 0.00], [-0.03, 0.02, 0.02], [0.03, 0.14, -0.12], [0.10, -0.11, 0.14], [-0.04, 0.08, -0.01], [0.04, 0.01, 0.07], [0.03, 0.03, 0.09], [-0.02, 0.05, -0.06], [-0.01, -0.05, -0.05], [-0.09, -0.06, 0.00], [0.06, 0.04, 0.02], [0.01, 0.01, -0.02], [0.01, -0.03, 0.00], [0.01, -0.01, 0.00], [-0.06, 0.05, 0.03], [0.05, -0.03, 0.04], [-0.01, 0.04, 0.06], [-0.11, -0.05, -0.06], [0.00, -0.01, -0.03], [-0.03, 0.01, -0.03], [0.02, -0.01, -0.04], [0.00, -0.03, 0.03], [0.00, 0.00, 0.01], [0.03, 0.01, -0.03], [0.15, 0.23, 0.10], [0.13, 0.00, -0.05], [-0.01, -0.06, 0.00], [-1.07, -0.53, -0.24], [0.13, 0.05, 0.21], [0.02, 0.03, -0.09], [0.01, 0.04, -0.11], [0.05, 0.00, -0.02], [-0.05, -0.10, -0.12], [-0.06, 0.06, 0.05], [0.09, 0.07, 0.08], [0.03, -0.03, 0.08], [-0.04, 0.03, -0.02], [-0.06, -0.01, -0.05], [0.03, 0.02, 0.05], [-0.08, 0.03, 0.00], [0.01, -0.18, 0.09], [-0.04, 0.08, -0.07], [-0.05, 0.02, 0.02], [0.14, 0.10, 0.02], [-0.05, -0.04, 0.03], [-0.01, -0.07, -0.08], [-0.06, 0.09, 0.08], [-0.03, -0.04, 0.04], [-0.07, -0.02, -0.03], [0.01, -0.07, 0.01], [0.02, 0.01, 0.05], [-0.08, 0.06, 0.01], [0.04, -0.04, 0.00], [0.00, -0.02, 0.04], [0.10, -0.03, -0.02], [-0.07, 0.04, 0.01], [0.01, 0.03, -0.03], [0.07, 0.06, -0.04], [0.01, -0.04, -0.05], [-0.05, -0.05, 0.03], [-0.04, 0.08, -0.03], [0.00, -0.09, 0.07], [-0.03, -0.02, -0.08], [0.38, -0.12, -0.59], [0.55, -0.22, -0.66], [0.35, -0.22, -0.66], [0.05, 0.00, -0.09], [-0.11, 0.10, 0.16]], "homo_ev": -3.04, "largest_force_ha_per_bohr": 0.056, "gap_ev": 6.460, "charge": -2, "lumo_ev": 3.423}



{"formula": "C4H5NO2", "method": "ωB97M-V/def2-TZVPD", "species": ["N", "C", "O", "C", "C", "C", "O", "H", "H", "H", "H", "H"], "xyz": [[-0.837, -0.813, -0.738], [-0.874, 0.654, -0.659], [0.461, 1.056, -0.926], [1.082, 0.282, 0.080], [0.213, -0.962, 0.251], [0.057, 0.199, 1.184], [-1.057, 0.918, 0.712], [-0.302, -1.076, -1.566], [-1.605, 1.193, -1.258], [2.156, 0.360, 0.133], [0.487, -1.967, 0.536], [0.218, 0.155, 2.251]], "atomic_forces_ev_per_a": [[0.21, 0.03, 0.05], [-0.25, 0.09, -0.25], [0.11, -0.03, 0.05], [0.32, -0.03, 0.16], [0.09, -0.26, 0.33], [-0.01, -0.23, 0.30], [-0.02, 0.01, -0.07], [-0.83, 0.24, -0.55], [0.21, -0.24, -0.04], [-0.09, 0.05, 0.14], [0.28, 0.16, 0.01], [-0.03, 0.22, -0.12]], "homo_ev": -9.72, "largest_force_ha_per_bohr": 0.020, "gap_ev": 10.721, "charge": 0, "smiles": "N1[C@@H]2O[C@@H]3[C@H]1[C@@H]3O2", "lumo_ev": 0.998}